A:
Molecular formula: C2H6N5
Method: DFT, ωB97M-V/def2-TZVPD

The geometry in ORCA input format:
```
! RIJCOSX wB97M-V def2-TZVPD def2/J DEFGRID3
* xyz 1 1
N 1.23 0.28 1.16
N 0.40 0.24 0.15
N 0.93 0.68 -1.07
C -0.29 -1.15 -0.09
C -1.59 -0.95 -0.18
N -1.98 0.42 0.13
N -1.04 1.10 0.41
H 0.95 0.49 2.13
H 2.10 0.58 0.88
H 1.09 1.68 -1.06
H 0.26 0.31 -1.74
H 0.20 -2.18 -0.04
H -2.27 -1.51 -0.69
*
```

Results of the Mulliken charge analysis, in e, for atoms 1 through 2: N -0.6473; N 0.8285

***

B:
Molecular formula: C2H6N5
Method: DFT, ωB97M-V/def2-TZVPD

The geometry in ORCA input format:
```
! RIJCOSX wB97M-V def2-TZVPD def2/J DEFGRID3
* xyz 1 1
C 0.59 1.41 -0.20
N -0.38 0.32 0.00
N -0.32 -0.91 0.15
N 0.68 -1.73 0.37
N -1.67 0.78 -0.08
C -2.70 0.10 0.05
N -3.64 -0.52 -0.23
H 0.10 2.31 -0.05
H 1.55 1.45 0.41
H 0.78 1.60 -1.30
H 1.66 -1.56 0.01
H 0.42 -2.67 0.47
H -4.65 -0.70 -0.33
*
```

Results of the Mulliken charge analysis, in e, for atoms 1 through 2: C -0.7049; N 1.0894

***

Result of the stability comparison: A is the least stable of them.

***

A:
Molecular formula: C20H55N5O5
Method: DFT, ωB97M-V/def2-TZVPD

The geometry in ORCA input format:
```
! RIJCOSX wB97M-V def2-TZVPD def2/J DEFGRID3
* xyz 0 1
C 1.93 -2.65 2.68
O 1.81 -2.83 1.25
C 1.16 -4.01 0.93
C 0.39 -3.73 -0.42
C -0.36 -5.01 -0.79
N 1.26 -3.34 -1.52
H 1.21 -2.03 3.20
H 2.89 -2.15 2.85
H 1.97 -3.58 3.24
H 1.97 -4.74 0.83
H 0.51 -4.13 1.80
H -0.27 -2.89 -0.20
H -0.78 -4.94 -1.79
H -1.21 -4.92 -0.11
H 0.18 -5.94 -0.62
H 1.73 -2.45 -1.46
H 1.96 -4.07 -1.47
C -0.78 0.06 4.10
O -0.91 -0.10 2.68
C 0.17 0.48 1.92
C 0.21 -0.38 0.62
C 1.25 0.01 -0.33
N -0.97 -0.27 -0.18
H -1.68 -0.21 4.65
H -0.48 1.05 4.45
H -0.09 -0.73 4.40
H 0.02 1.52 1.63
H 1.07 0.42 2.53
H 0.32 -1.43 0.86
H 1.27 -0.60 -1.23
H 2.23 0.05 0.15
H 0.96 1.02 -0.62
H -1.64 -0.82 0.35
H -1.35 0.67 -0.16
C 5.25 -0.75 0.30
O 4.30 -0.56 -0.78
C 4.70 -1.07 -2.02
C 3.60 -0.92 -3.04
C 2.34 -1.69 -2.72
N 3.95 -1.42 -4.35
H 5.53 -1.80 0.24
H 4.58 -0.47 1.11
H 6.04 -0.01 0.24
H 5.60 -0.61 -2.40
H 5.03 -2.11 -1.98
H 3.17 0.09 -3.07
H 2.00 -1.66 -1.68
H 2.45 -2.76 -2.93
H 1.49 -1.32 -3.29
H 4.70 -2.07 -4.19
H 3.27 -2.07 -4.72
C -3.77 4.27 -0.14
O -4.81 3.27 0.04
C -4.99 2.10 -0.81
C -3.68 1.41 -1.26
C -3.96 0.34 -2.51
N -3.07 0.61 -0.28
H -3.93 5.02 0.64
H -3.95 4.74 -1.10
H -2.79 3.87 0.13
H -5.73 1.36 -0.51
H -5.48 2.47 -1.71
H -2.92 2.15 -1.50
H -3.06 -0.17 -2.84
H -4.52 0.85 -3.30
H -4.58 -0.53 -2.27
H -2.22 0.17 -0.61
H -2.82 1.25 0.46
C -2.72 1.08 2.10
O -1.88 1.78 1.25
C -1.64 3.15 1.54
C -0.75 3.84 0.39
C 0.60 3.08 0.09
N -0.47 5.20 0.91
H -2.55 0.00 2.08
H -3.74 1.22 1.76
H -2.69 1.28 3.17
H -2.55 3.75 1.51
H -0.94 3.14 2.37
H -1.30 4.10 -0.51
H 1.12 3.43 -0.80
H 0.24 2.09 -0.17
H 1.30 2.97 0.93
H 0.06 5.19 1.77
H 0.27 5.40 0.26
*
```

Results of the Mulliken charge analysis, in e, for atoms 1 through 2: C -0.9609; O -0.0146

***

B:
Molecular formula: C20H55N5O5
Method: DFT, ωB97M-V/def2-TZVPD

The geometry in ORCA input format:
```
! RIJCOSX wB97M-V def2-TZVPD def2/J DEFGRID3
* xyz 0 1
C 1.73 0.61 -2.13
O 0.53 -0.03 -1.78
C 0.24 0.04 -0.40
C -0.92 0.97 -0.10
C -2.22 0.43 -0.68
N -0.67 2.38 -0.54
H 1.65 0.97 -3.16
H 2.57 -0.10 -2.11
H 2.00 1.49 -1.55
H 0.00 -0.96 -0.03
H 1.11 0.36 0.19
H -1.00 1.16 0.98
H -2.53 -0.51 -0.24
H -2.04 0.31 -1.76
H -3.06 1.12 -0.61
H -1.56 2.85 -0.43
H -0.59 2.40 -1.56
C -8.22 -2.65 1.96
O -6.89 -2.28 1.66
C -6.32 -1.53 2.70
C -4.83 -1.31 2.43
C -4.27 -0.36 3.46
N -4.61 -0.78 1.08
H -8.27 -3.21 2.91
H -8.56 -3.33 1.19
H -8.85 -1.76 2.05
H -6.84 -0.56 2.82
H -6.44 -2.07 3.65
H -4.39 -2.31 2.52
H -4.93 0.47 3.73
H -3.28 0.03 3.24
H -4.15 -0.91 4.41
H -5.03 -1.40 0.39
H -5.23 0.04 1.04
C -0.12 7.57 -2.75
O 1.07 7.09 -2.17
C 1.09 5.69 -2.03
C 2.35 5.28 -1.27
C 3.11 4.21 -2.05
N 1.99 4.80 0.07
H -0.17 7.39 -3.83
H -0.16 8.64 -2.58
H -0.98 7.07 -2.29
H 0.19 5.34 -1.50
H 1.07 5.20 -3.01
H 2.97 6.17 -1.21
H 3.34 4.69 -3.00
H 2.52 3.31 -2.22
H 4.05 3.92 -1.56
H 1.05 4.44 0.14
H 2.58 4.04 0.39
C -2.20 -3.57 -0.79
O -1.20 -4.57 -0.80
C -1.68 -5.85 -1.10
C -0.52 -6.82 -1.01
C -0.92 -8.22 -1.43
N 0.12 -6.86 0.33
H -2.46 -3.39 -1.84
H -1.80 -2.70 -0.27
H -3.12 -3.86 -0.26
H -2.46 -6.13 -0.37
H -2.12 -5.90 -2.11
H 0.29 -6.49 -1.66
H -1.57 -8.71 -0.71
H -0.06 -8.86 -1.64
H -1.43 -8.17 -2.40
H -0.60 -7.11 1.00
H 0.36 -5.90 0.55
C 7.54 2.93 -0.01
O 6.81 2.32 1.04
C 6.06 1.19 0.61
C 5.72 0.35 1.80
C 4.65 -0.67 1.49
N 5.10 1.28 2.81
H 8.08 2.18 -0.59
H 8.22 3.63 0.47
H 6.87 3.49 -0.67
H 5.14 1.58 0.13
H 6.55 0.70 -0.24
H 6.60 -0.07 2.29
H 5.01 -1.45 0.81
H 3.74 -0.21 1.10
H 4.37 -1.29 2.35
H 5.02 0.76 3.68
H 5.81 1.99 2.98
*
```

Results of the Mulliken charge analysis, in e, for atoms 1 through 2: C -0.6367; O -0.3753

***

Result of the stability comparison: A is the least stable of them.

***

A:
Molecular formula: C2H8S2
Method: DFT, ωB97M-V/def2-TZVPD

As for the expectation value of S²: 0.7542.

The geometry in ORCA input format:
```
! RIJCOSX wB97M-V def2-TZVPD def2/J DEFGRID3
* xyz -1 2
S -3.73 1.14 -0.10
S -2.66 -0.63 -0.77
H -3.99 0.29 0.92
H -3.74 -1.28 -0.73
C 1.47 0.69 -0.26
C 2.12 -0.58 0.42
H 1.05 1.49 0.49
H 2.04 1.35 -0.85
H 0.56 0.51 -0.88
H 2.57 -0.39 1.32
H 2.90 -1.17 -0.20
H 1.42 -1.43 0.63
*
```

Results of the Mulliken charge analysis, in e, for atoms 1 through 2: S -0.5888; S -0.4789

***

B:
Molecular formula: C2H8S2
Method: DFT, ωB97M-V/def2-TZVPD

As for the expectation value of S²: 0.7505.

The geometry in ORCA input format:
```
! RIJCOSX wB97M-V def2-TZVPD def2/J DEFGRID3
* xyz -1 2
C -0.52 -1.36 -1.76
S -0.91 -2.30 -0.26
H -0.46 -2.00 -2.65
H -1.26 -0.59 -1.95
H 0.45 -0.89 -1.65
H -2.12 -1.78 0.01
C 0.82 1.47 1.91
S 1.01 2.22 0.29
H -0.18 1.63 2.31
H 1.06 0.42 1.85
H 1.55 1.94 2.58
H 0.22 1.35 -0.35
*
```

Results of the Mulliken charge analysis, in e, for atoms 1 through 2: C -2.0560; S -0.3574

***

Result of the stability comparison: B is the least stable of them.

***

A:
Molecular formula: CH2Cl2N2
Method: DFT, ωB97M-V/def2-TZVPD

The geometry in ORCA input format:
```
! RIJCOSX wB97M-V def2-TZVPD def2/J DEFGRID3
* xyz 0 1
C -0.03 0.33 0.28
N 1.81 -0.11 0.32
N -0.84 -0.45 -0.34
Cl -0.27 -1.65 -1.42
Cl -2.48 0.13 -0.74
H -0.31 1.19 0.86
H 2.12 0.56 1.02
*
```

Results of the Mulliken charge analysis, in e, for atoms 1 through 2: C -0.0066; N -0.4582

***

B:
Molecular formula: CH2Cl2N2
Method: DFT, ωB97M-V/def2-TZVPD

The geometry in ORCA input format:
```
! RIJCOSX wB97M-V def2-TZVPD def2/J DEFGRID3
* xyz 0 1
Cl -1.16 2.14 0.08
N -0.42 0.61 -0.53
C 0.72 -0.06 -0.02
N -0.54 -0.43 0.50
Cl -1.05 -2.04 -0.03
H 1.10 -0.68 -0.72
H 1.36 0.46 0.72
*
```

Results of the Mulliken charge analysis, in e, for atoms 1 through 2: Cl -0.0681; N -0.2114

***

C:
Molecular formula: CH2Cl2N2
Method: DFT, ωB97M-V/def2-TZVPD

The geometry in ORCA input format:
```
! RIJCOSX wB97M-V def2-TZVPD def2/J DEFGRID3
* xyz 0 1
N -0.22 0.26 0.24
C 1.09 0.95 0.81
Cl 1.06 1.17 2.45
N 2.01 1.37 -0.02
Cl 3.31 2.03 0.86
H -0.10 0.22 -0.77
H -0.99 0.78 0.66
*
```

Results of the Mulliken charge analysis, in e, for atoms 1 through 2: N -0.5124; C 0.5573

***

D:
Molecular formula: CH2Cl2N2
Method: DFT, ωB97M-V/def2-TZVPD

The geometry in ORCA input format:
```
! RIJCOSX wB97M-V def2-TZVPD def2/J DEFGRID3
* xyz 0 1
N 1.02 -0.95 -0.60
C 1.08 -0.04 0.19
N 0.99 0.82 1.08
Cl 1.57 2.47 1.02
H 1.25 -1.91 -0.69
Cl -3.42 -0.53 -0.27
H -2.49 0.14 -0.73
*
```

Results of the Mulliken charge analysis, in e, for atoms 1 through 2: N -0.3978; C 0.5067

***

Result of the stability comparison: A is the least stable of them.

***

A:
Molecular formula: C6H4N2
Method: DFT, ωB97M-V/def2-TZVPD

The geometry in ORCA input format:
```
! RIJCOSX wB97M-V def2-TZVPD def2/J DEFGRID3
* xyz 0 1
H -1.01 -1.29 1.82
N 0.10 -1.15 1.70
C 0.65 -0.44 0.73
N 1.99 0.16 0.83
C 1.59 1.31 0.08
C 0.55 1.21 -0.83
C -0.02 0.02 -0.49
C -1.24 -0.63 -0.77
C -2.21 -1.38 -0.89
H 2.36 2.17 0.20
H 0.27 2.00 -1.52
H -3.03 -2.00 -0.85
*
```

Results of the Mulliken charge analysis, in e, for atoms 1 through 2: H 0.2644; N -0.6509

***

B:
Molecular formula: C6H4N2
Method: DFT, ωB97M-V/def2-TZVPD

The geometry in ORCA input format:
```
! RIJCOSX wB97M-V def2-TZVPD def2/J DEFGRID3
* xyz 0 1
C -3.34 0.04 0.09
C -2.16 0.00 -0.12
C -0.71 -0.12 -0.12
N -0.19 1.20 -0.22
C 1.20 1.22 0.10
C 1.93 0.04 -0.04
C 1.27 -1.20 -0.07
N -0.12 -1.27 0.01
H -4.35 -0.11 0.11
H 1.70 2.19 0.23
H 3.00 0.10 0.08
H 1.77 -2.09 -0.03
*
```

Results of the Mulliken charge analysis, in e, for atoms 1 through 2: C -0.0153; C -0.4599

***

Result of the stability comparison: A is the least stable of them.